[1]
C10H23B | the ωB97M-V functional and the def2-TZVPD basis

Summary:
- E_tot (eV) = -11416.7336
- charge = 0
- relative energy (zero: lowest compared OMol25 entry of this formula, charge and spin) (kJ/mol) = 189.4
- LUMO level (eV) = 0.772
- Kohn-Sham gap (eV) = 10.699
- 2S+1 = 1

Each line ends with the Löwdin charge.
Positions of all 34 atoms, in Å:
C  0.7835  -2.3834  -1.5953  -0.055
B  0.6330  -0.7492  -1.3474  -0.061
C  0.7819  0.3815  -0.1125  -0.206
C  1.1907  1.8101  -0.5980  -0.419
C  1.2685  2.6777  0.6253  -0.084
C  2.5863  1.5546  -1.1927  -0.073
C  -0.7000  0.2948  0.5944  -0.325
C  -1.7726  1.0228  -0.3047  -0.048
C  -0.9966  -1.1330  0.9620  -0.408
C  -0.9753  -1.4471  2.4464  -0.080
C  -2.3717  -1.6971  0.3287  -0.074
H  0.9274  -2.8180  -0.6615  0.018
H  1.5694  -2.6038  -2.2581  0.039
H  -0.1000  -2.7563  -2.0424  0.044
H  0.1675  -0.3269  -2.3014  0.058
H  1.4726  0.0556  0.6777  0.127
H  0.4724  2.1845  -1.3689  0.138
H  1.5309  3.7709  0.3249  0.114
H  0.4763  3.0124  1.2147  0.053
H  2.1312  2.3333  1.1182  0.063
H  2.5238  0.8784  -2.0660  0.086
H  3.3557  1.2321  -0.4477  0.107
H  2.9923  2.4065  -1.6000  0.041
H  -0.6650  0.8463  1.5386  0.118
H  -1.1744  1.9363  -0.5753  0.069
H  -2.6488  1.0215  0.4275  0.101
H  -1.9658  0.4355  -1.2498  0.086
H  -0.2281  -1.7350  0.4181  0.084
H  -1.5501  -0.6362  3.0168  0.103
H  -1.4729  -2.3866  2.7634  0.073
H  0.0908  -1.4870  2.7581  0.085
H  -3.3373  -1.1289  0.5115  0.079
H  -2.5713  -2.7893  0.7332  0.105
H  -2.4242  -1.7770  -0.7380  0.041

=====

[2]
C2H4NP | the ωB97M-V functional and the def2-TZVPD basis

Summary:
- E_tot (eV) = -12914.1420
- charge = 0
- relative energy (zero: lowest compared OMol25 entry of this formula, charge and spin) (kJ/mol) = 230.3
- LUMO level (eV) = 0.807
- Kohn-Sham gap (eV) = 8.722
- 2S+1 = 1

Each line ends with the Löwdin charge.
Positions of all 8 atoms, in Å:
C  0.4780  -0.6713  0.4105  -0.428
C  1.0667  0.7422  0.3407  -0.157
N  -0.1077  1.4324  0.0297  -0.276
P  -1.2030  0.0842  0.2406  0.820
H  0.7912  -1.4311  -0.1451  0.010
H  0.7395  -1.0081  1.3932  0.054
H  -1.3767  -0.1330  -1.1797  -0.079
H  -0.4157  2.3731  0.1488  0.057

=====

[3]
C3H3BrFO2 | the ωB97M-V functional and the def2-TZVPD basis

Summary:
- E_tot (eV) = -80016.4528
- charge = -1
- relative energy (zero: lowest compared OMol25 entry of this formula, charge and spin) (kJ/mol) = 50.1
- LUMO level (eV) = 2.535
- Kohn-Sham gap (eV) = 6.345
- 2S+1 = 1

Each line ends with the Löwdin charge.
Positions of all 10 atoms, in Å:
C  3.2615  1.2035  -0.2982  -0.471
C  -1.3371  -0.9156  -0.2849  -0.012
C  -0.5157  -0.5260  0.6643  -0.240
O  3.1447  1.7569  0.6857  0.225
O  3.3747  0.6802  -1.2958  0.228
F  0.8154  -0.7703  0.7564  -0.024
Br  -4.4608  0.6422  -0.1567  -0.695
H  -0.9821  -1.7078  -0.8712  0.031
H  -2.3965  -0.5946  -0.4211  -0.108
H  -0.9039  0.2316  1.2216  0.065

=====

[4]
C3H8OS | the ωB97M-V functional and the def2-TZVPD basis

Summary:
- E_tot (eV) = -16119.9670
- charge = 0
- relative energy (zero: lowest compared OMol25 entry of this formula, charge and spin) (kJ/mol) = 315.5
- LUMO level (eV) = 0.915
- Kohn-Sham gap (eV) = 9.695
- 2S+1 = 1

Each line ends with the Löwdin charge.
Positions of all 13 atoms, in Å:
C  0.7699  -1.7481  -0.4789  -0.224
O  0.1925  -0.5527  -0.5979  -0.359
C  0.7240  0.4666  0.4363  -0.523
S  0.0697  1.9715  -0.1759  0.825
C  -1.5378  1.3929  0.1384  -0.461
H  0.8821  -2.1118  0.7332  0.135
H  0.0631  -2.5657  -1.0393  0.132
H  1.7918  -1.5234  -0.9085  0.090
H  1.7923  0.4419  0.3115  0.050
H  0.7334  0.1814  1.6405  0.158
H  -1.8540  1.5972  1.1376  0.024
H  -2.0984  2.0467  -0.7148  0.080
H  -1.5286  0.4036  -0.4822  0.072